(1)
A structure of composition C28H44AgF6O20PS2. Source: the OMol25 dataset; level of theory: ωB97M-V/def2-TZVPD.

For the HOMO energy, the calculation gives -10.1 eV. As for the net charge: 0. As for the maximum force: 1.37 eV/Å. Its energy above the lowest of the compared OMol25 structures with the same formula, charge and spin is 0.0 kJ/mol. The HOMO-LUMO gap is 10.25 eV.

Element x y z (Å)
1 H -1.1710 0.0711 -7.3334
2 H 3.6643 2.8687 -1.5666
3 C -3.3585 1.4374 2.7933
4 O -3.3202 -0.6667 -2.5303
5 C 3.2783 2.8254 -2.5773
6 H 4.1175 -2.0470 1.9244
7 H 4.6073 2.6698 3.3660
8 H -6.0517 -3.9072 2.8369
9 C 0.7296 -1.1350 -4.9276
10 H 1.3247 3.0860 -3.5405
11 O 2.3879 4.8664 -3.4198
12 H -3.2376 3.2197 -3.8058
13 O 4.2321 5.2886 -5.0152
14 F 1.6239 0.3225 -0.9554
15 O 2.2171 -6.1484 2.4745
16 H -2.7662 1.1193 -0.4646
17 O 0.4372 -4.8041 1.4623
18 P 0.1694 -0.1503 -0.5478
19 F 0.6691 -0.3829 0.9650
20 O 2.1098 -0.5198 4.0279
21 C 5.0455 -0.1857 -0.4355
22 H 1.3422 -2.0332 -4.9073
23 H -6.3043 -1.0966 2.6503
24 C 0.7915 -2.8514 2.7498
25 H -1.6499 -0.8501 2.3888
26 O -1.1165 -2.5468 -4.1395
27 C -2.8226 -0.3702 4.1314
28 H -0.6631 -3.1448 1.1246
29 O 3.5041 1.2049 4.2545
30 C -0.7063 -1.6119 -4.7826
31 H -4.9137 3.0228 -3.2107
32 S 3.9685 4.8934 -3.6876
33 F -0.3649 0.0277 -2.0730
34 H 1.4125 3.7645 -1.9498
35 H 3.0598 1.7950 -2.8400
36 H 0.8959 1.2688 2.3243
37 C 5.7988 -2.1417 0.5290
38 H 5.2342 -3.0130 0.1818
39 C 3.6231 2.5734 3.8089
40 H -6.9665 -2.1918 1.4610
41 H 1.3148 0.5294 -6.2082
42 C -4.0823 -2.6577 0.8117
43 C 0.6994 -0.3705 -6.2355
44 H 3.4552 3.2354 4.6565
45 O -3.8223 1.2795 -3.4695
46 H 6.7820 -2.5138 0.7990
47 H -5.4942 -1.3874 -0.1105
48 C 4.9777 -1.4508 1.6331
49 H -4.4885 -0.5897 1.1120
50 H -4.9277 -2.7525 3.6164
51 H 1.0231 -0.9538 -7.0941
52 O -4.0841 2.2287 2.2693
53 O -3.2406 -2.8729 -0.0177
54 O 5.8692 -1.2375 -0.5919
55 C 4.4418 -0.1918 0.9481
56 O -4.2997 -3.5124 1.8222
57 H -1.5321 1.2844 1.6109
58 O 1.7857 -3.8271 3.1420
59 C -6.0443 -1.8971 1.9629
60 O 4.7990 0.5665 -1.3337
61 H -0.9115 1.0433 -5.8573
62 Ag -1.7983 -2.4407 -1.7913
63 H 1.2962 -2.1112 2.1371
64 F -1.3340 -0.6129 -0.0515
65 C 2.3511 0.6436 3.8491
66 H -0.6494 -0.2602 3.7052
67 H -1.3572 2.0279 3.2221
68 C 2.5047 2.7666 2.7719
69 H 4.6433 0.7419 1.4731
70 C 1.5076 1.6717 3.1230
71 H -4.5401 1.1621 -0.6555
72 C -3.3627 2.7475 -1.6873
73 C -3.5819 1.3452 -1.1412
74 H 5.5994 -1.2498 2.5032
75 C -5.3716 -3.0767 2.6788
76 C -1.6135 -0.1367 3.2173
77 H -1.1164 -3.9989 2.5780
78 H 2.0311 3.7463 2.7458
79 C 1.9969 3.6120 -2.8607
80 H 0.4294 -2.3590 3.6439
81 H 3.3615 -0.2492 0.8252
82 F -0.2408 1.3749 -0.2200
83 C -3.5210 0.5141 -2.4045
84 C -5.0426 -1.4984 0.8722
85 C -1.8693 1.2587 2.6412
86 C -0.7746 0.0666 -6.3228
87 H 2.8903 2.6123 1.7609
88 H -2.5671 -0.1329 5.1694
89 F 0.4756 -1.7006 -0.9322
90 O -3.8340 0.5478 3.7104
91 O 2.7781 -4.2893 0.9796
92 H 0.9585 -0.5227 -4.0541
93 O 4.5811 5.5664 -2.6086
94 C -0.2578 -3.6482 2.0044
95 O -1.5205 -0.8981 -5.5683
96 H -3.1820 -1.3950 4.1259
97 H 0.8200 2.0076 3.9162
98 C -3.8847 2.6763 -3.1216
99 H -2.2817 2.9303 -1.7107
100 O 4.1859 3.3339 -3.5703
101 H -3.7036 3.6156 -1.1238
102 S 1.9422 -4.8680 1.9603

=====

(2)
A structure of composition C28H44As3CrN6O2S2. Source: the OMol25 dataset; level of theory: ωB97M-V/def2-TZVPD.

For the HOMO energy (spin up / spin down), the calculation gives -12.0 / -12.1 eV. As for the net charge: +2. As for the maximum force: 3.97 eV/Å. As for the spin multiplicity: 4. The HOMO-LUMO gap (spin up / spin down) is 4.33 / 5.89 eV.

Element x y z (Å)
1 C 0.5728 -24.7494 -16.3797
2 H -3.0345 -22.2277 -9.6858
3 C -0.2933 -14.0269 -14.0851
4 C 1.8362 -22.6365 -10.6162
5 H -1.3322 -25.5646 -11.0154
6 As -2.7069 -22.0570 -12.1918
7 C -0.6733 -25.7512 -13.6067
8 H 0.4433 -25.3486 -11.2674
9 H -5.1517 -22.2553 -13.1415
10 N -1.2393 -19.8872 -14.5524
11 S -1.7587 -19.3156 -10.5298
12 C -0.3130 -18.9695 -16.8985
13 H -2.8361 -25.5733 -17.1434
14 H 0.1441 -18.6254 -17.8162
15 H 3.3415 -21.9821 -12.9888
16 C 0.2383 -15.0570 -13.3603
17 C 1.1366 -15.9334 -13.9574
18 H 1.1157 -23.0799 -9.9354
19 N 0.1716 -18.5130 -13.4663
20 C 1.5340 -15.7580 -15.2911
21 H -2.4696 -21.2378 -15.5136
22 C -0.4365 -19.5206 -9.3819
23 H 2.1262 -16.5181 -15.8050
24 H 1.1729 -24.1126 -13.2464
25 H 0.9615 -25.0675 -17.4170
26 C -1.9881 -20.1212 -7.5965
27 C -3.8561 -21.4696 -6.9961
28 H -4.7677 -18.1733 -6.8382
29 H 0.0624 -23.1252 -14.2683
30 H 1.0345 -18.7249 -10.5038
31 H -1.4104 -26.4504 -13.2687
32 C -0.5424 -24.8507 -11.2921
33 C -0.7817 -24.4348 -12.7965
34 C -2.5323 -25.2308 -16.1440
35 C 2.4894 -21.2996 -13.3251
36 C -3.4760 -22.7883 -10.5463
37 C -4.1168 -19.0507 -7.0498
38 As -0.7147 -26.0611 -15.6086
39 H -2.4438 -23.7943 -14.0955
40 H -3.2012 -23.8798 -10.5279
41 Cr -0.7776 -20.0825 -12.5155
42 H -4.2981 -22.4298 -6.8443
43 H -0.4672 -24.0302 -10.5340
44 H -2.9962 -24.5901 -12.6086
45 C -2.4928 -21.3543 -7.2589
46 O 2.6965 -17.9238 -13.7337
47 H 1.4028 -18.7952 -8.8098
48 O 1.2926 -17.1945 -11.7174
49 H 2.7950 -20.1840 -13.1424
50 C -0.3497 -18.8347 -14.6633
51 H -5.7492 -20.4421 -6.5612
52 H -4.6988 -20.6779 -12.5245
53 C -2.7707 -18.9668 -7.4653
54 H -2.5162 -24.1268 -16.1398
55 H -4.0685 -21.2578 -14.0942
56 H 0.0528 -23.8204 -16.5269
57 H 1.4455 -24.5720 -15.7150
58 H 0.2482 -26.2369 -13.3154
59 C 1.2025 -14.6007 -15.9297
60 H -0.6961 -11.9174 -15.3219
61 H 0.3401 -12.1987 -16.7896
62 H -1.8122 -22.2465 -7.3767
63 N 0.0248 -18.2681 -15.8162
64 H -1.7410 -20.3467 -17.8099
65 H 1.5017 -14.4052 -16.9473
66 As 0.9112 -21.8400 -12.2346
67 H -2.2903 -17.9929 -7.5449
68 H -0.0165 -15.2823 -12.3274
69 N 0.8563 -19.1571 -9.6503
70 H -4.5603 -22.6261 -10.5692
71 S 1.4329 -17.4564 -13.1611
72 C -1.2048 -20.0451 -16.8932
73 C -4.6874 -20.3375 -6.8999
74 H 2.3981 -21.8096 -10.1070
75 H 0.1128 -20.4604 -7.6628
76 C -4.3468 -21.5210 -13.0510
77 C -2.2163 -23.8930 -12.9837
78 C 0.3128 -23.4510 -13.2303
79 H 2.5530 -23.4268 -10.9699
80 N -0.6877 -20.0516 -8.2007
81 H -1.0993 -13.3830 -13.6279
82 N -0.0392 -12.4676 -15.8607
83 C -1.7006 -20.5032 -15.6655
84 H 2.2578 -21.4538 -14.3548
85 H -3.2967 -25.5973 -15.4928
86 C 0.2786 -13.6707 -15.3367

=====

Q: The highest maximum force belongs to which entry?
A: C28H44As3CrN6O2S2

=====

Q: Look up the maximum force of the second one.
A: 3.97 eV/Å

=====

Q: Which formula does entry 1 have?
A: C28H44AgF6O20PS2